144
Properties=species:S:1:pos:R:3:forces:R:3:mulliken_charge:R:1 method="wB97M-V/def2-TZVPD" mol_weight_g_mol=1189.7 homo_ev="-10.30 / -11.00" s2=0.751 energy_ev=-143517.1331 orbital_gap_ev="1.743 / 2.332" lumo_energy_ev="-8.56 / -8.67" charge=+3 multiplicity=2
C 0.7521 -1.4317 3.0028 2.056 -0.398 1.861 0.010
F 1.5286 -2.5495 3.1400 -1.597 1.494 -1.163 -0.069
F -0.5001 -1.6900 2.6688 -0.076 -0.509 0.311 -0.171
F 0.8103 -0.8507 4.2409 -0.505 -0.034 -2.015 -0.134
S 1.4314 -0.2323 1.6590 0.097 -1.730 1.190 0.722
O 1.0742 1.0743 2.1254 -0.633 0.087 -0.353 -0.460
O 2.8290 -0.5016 1.5678 -0.046 -0.329 -0.887 -0.171
N 0.5333 -0.8053 0.2569 2.100 1.059 2.982 -0.804
S -0.3795 0.3909 -0.0941 -2.768 0.793 -0.800 -0.486
O -1.5644 0.5717 0.7445 1.177 -0.205 -0.860 0.069
O 0.3612 1.5914 -0.4510 -0.543 -0.284 -0.664 -0.186
C -1.1241 -0.3550 -1.6988 0.702 0.431 1.500 0.140
F -1.5975 -1.6083 -1.5097 1.003 0.932 -0.548 0.091
F -2.1482 0.4191 -1.9725 -0.636 0.309 -0.787 -0.046
F -0.2136 -0.2540 -2.7073 -0.764 -0.764 0.454 -0.192
C -0.8809 4.3127 2.6925 -0.186 -1.882 -0.558 -0.773
C -0.5730 4.9020 1.3546 2.497 1.127 -0.082 0.787
O 0.5223 5.0887 0.8403 -3.102 -0.681 0.839 -0.509
N -1.8089 5.4677 0.6686 1.594 1.594 0.017 0.070
H -2.5483 4.8070 0.4765 -0.449 -0.883 -0.509 0.127
H -2.2418 6.0531 1.3686 -0.247 0.350 0.593 0.455
C -1.5333 6.3945 -0.5476 -0.512 -1.811 1.384 -0.721
H -1.6784 3.5946 2.5018 -0.519 -0.038 -0.124 0.036
H -1.2505 4.9027 3.5312 0.326 0.639 -0.394 0.450
H -0.0888 3.6274 2.9941 0.416 0.563 0.117 0.200
H -2.5190 6.8510 -0.6381 0.396 0.229 -0.826 0.401
H -1.2532 5.6551 -1.2979 -0.205 0.719 -0.444 0.163
H -0.7143 7.0674 -0.2934 -0.287 -0.064 -0.049 0.349
C -4.8891 -0.6335 0.1564 0.235 -0.283 0.159 -0.845
C -4.2769 -1.4175 1.2815 0.884 0.064 -1.711 0.437
O -3.5463 -2.3449 1.1261 -0.646 0.577 1.482 -0.399
N -4.5888 -0.8158 2.7013 1.414 -0.366 -1.465 -0.084
H -5.3563 -0.1720 2.5724 -0.409 0.267 0.191 0.375
H -4.8988 -1.6216 3.2254 0.034 -0.160 0.828 0.424
C -3.3521 -0.0507 3.2895 -1.274 -1.192 0.267 -0.418
H -5.9608 -0.8303 0.1254 -0.218 0.716 0.281 0.543
H -4.5281 -0.9585 -0.8193 0.329 -0.374 0.296 0.081
H -4.5512 0.3978 0.2591 -0.699 0.396 0.094 0.180
H -2.5012 -0.7260 3.2006 -0.014 0.422 -0.411 0.172
H -3.5746 0.0348 4.3531 0.008 0.419 -0.118 0.391
H -3.3341 0.8936 2.7454 0.435 -0.191 0.122 0.164
C 3.1065 -1.3199 -1.7420 -0.533 0.121 0.021 -0.518
C 2.3118 -2.5813 -1.8977 0.440 -2.203 -2.464 0.629
O 2.1950 -3.2105 -2.9414 -0.091 1.604 2.829 -0.515
N 1.6401 -3.0959 -0.6247 -0.322 -1.137 -3.178 1.499
H 2.3404 -3.2990 0.0741 1.299 -0.492 1.150 0.114
H 1.1827 -2.2367 -0.3549 -1.108 0.344 0.892 -0.047
C 0.7139 -4.3029 -0.9146 0.820 1.112 0.443 -0.863
H 2.4709 -0.5596 -1.2881 0.060 -0.002 0.254 -0.122
H 3.3927 -0.9527 -2.7276 0.211 -0.377 0.067 0.426
H 3.9598 -1.4966 -1.0872 0.063 0.000 0.014 0.301
H 1.3523 -5.1588 -1.1337 -0.054 0.141 0.151 0.454
H 0.1014 -4.0491 -1.7798 0.067 0.017 0.152 0.269
H 0.1260 -4.4580 -0.0099 0.112 -0.075 -0.097 0.360
C 4.2510 1.4670 4.6585 0.414 0.125 -1.007 -0.754
C 5.3681 0.6640 3.9541 0.033 1.110 -0.503 0.602
O 6.0320 1.0694 3.0150 -1.412 -1.831 2.469 -0.544
N 5.5527 -0.7828 4.5657 0.210 0.566 -4.070 0.337
H 6.4611 -0.9201 4.9851 0.572 0.190 -0.102 0.431
H 4.8946 -1.0165 5.2954 -1.626 0.459 2.241 -0.217
C 5.2955 -1.8838 3.4772 0.697 -1.037 1.240 -0.782
H 4.5645 1.8189 5.6413 -0.147 -0.689 0.248 0.452
H 3.2877 0.9570 4.6564 0.321 -0.562 0.656 0.077
H 4.0351 2.3794 4.1026 0.531 0.019 -0.398 0.310
H 5.7964 -2.7487 3.9121 -0.322 -0.177 0.037 0.536
H 5.7404 -1.8364 2.4832 0.022 1.156 0.257 0.395
H 4.2358 -2.1327 3.4196 0.117 0.455 0.107 0.008
C 3.3238 2.9302 0.2071 -0.383 0.859 -0.327 -0.141
C 4.4967 3.1660 -0.7107 1.516 -3.584 2.686 0.307
O 5.5478 2.6097 -0.5022 -1.507 2.100 -1.605 -0.411
N 4.2204 3.8340 -2.0546 1.308 1.390 0.609 -0.045
H 3.6957 3.1644 -2.5991 -0.017 -0.333 -0.332 0.293
H 3.6355 4.6470 -1.9242 -0.566 0.235 0.413 0.446
C 5.4475 4.3197 -2.7854 0.312 -1.319 -1.910 -0.866
H 3.6318 2.5451 1.1792 0.468 0.300 -0.145 -0.038
H 2.6763 2.1405 -0.1740 -0.115 0.004 -0.466 -0.023
H 2.7114 3.8245 0.3227 -0.147 -0.010 0.122 0.351
H 5.9540 3.4263 -3.1507 0.259 -0.007 0.429 0.382
H 6.1812 4.9610 -2.2971 -0.719 -0.103 0.702 0.345
H 5.0990 4.7692 -3.7152 -0.109 0.427 0.240 0.373
C -0.7962 2.9404 -3.3110 -0.457 1.054 -0.783 0.137
C -0.2818 4.1253 -4.1163 -1.391 1.239 2.337 0.098
O -0.6082 5.2821 -3.9508 1.219 -2.624 -0.966 -0.462
N 0.7310 3.7607 -5.1682 -0.773 1.067 -0.336 -0.012
H 1.5938 3.4160 -4.7722 0.668 0.523 0.499 0.234
H 0.4104 2.8875 -5.5617 -0.651 -0.250 -0.871 0.465
C 0.9138 4.8891 -6.1879 0.417 -1.122 -0.294 -0.752
H -1.5270 2.3871 -3.9008 0.003 -0.056 -0.414 0.153
H -1.4188 3.4016 -2.5444 0.367 -0.471 0.540 -0.195
H -0.0532 2.2066 -2.9986 0.121 0.342 0.328 0.227
H 1.1819 4.3064 -7.0692 0.327 0.771 -0.277 0.405
H 1.6897 5.5599 -5.8190 -0.093 -0.172 -0.230 0.305
H -0.0142 5.4361 -6.3544 0.037 -0.310 0.292 0.324
C -2.2225 -5.6045 -4.8877 0.013 0.504 0.204 -1.389
C -2.3361 -4.5612 -3.8150 2.300 -0.324 -1.299 0.188
O -1.5363 -3.6446 -3.7231 -2.142 -0.650 0.955 -0.396
N -3.5189 -4.7346 -2.9190 1.751 1.721 1.327 -0.099
H -4.1773 -4.0424 -3.2467 -1.298 1.993 -0.420 0.306
H -4.0684 -5.5639 -3.0928 0.418 -0.988 0.294 0.481
C -3.2213 -4.4765 -1.4134 -0.502 -1.716 -0.152 -0.770
H -3.1221 -5.6750 -5.4991 -0.321 -0.331 0.187 0.411
H -1.9706 -6.5336 -4.3762 -0.199 -0.342 -0.376 0.373
H -1.4198 -5.3211 -5.5685 0.062 -0.050 0.278 0.364
H -2.5056 -5.2669 -1.1872 -0.171 0.010 0.312 0.343
H -4.1676 -4.6511 -0.9015 0.094 -0.189 -0.016 0.462
H -2.8242 -3.5445 -1.0111 -0.064 0.323 -1.379 0.176
C -5.5063 -1.9725 -7.4748 0.375 0.908 0.466 -1.085
C -4.8636 -0.5950 -7.0507 -1.580 -1.125 -2.449 0.425
O -4.5260 0.2279 -7.8543 0.183 -0.441 1.661 -0.379
N -5.1360 -0.1697 -5.6020 2.512 0.862 0.763 -0.079
H -6.0174 0.3163 -5.5186 -0.529 0.804 -0.225 0.431
H -5.2236 -0.9570 -4.9753 -0.103 -1.273 0.251 0.372
C -3.9502 0.6263 -4.9681 -0.416 -0.146 -0.327 -1.158
H -5.1919 -2.8242 -6.8716 0.148 0.189 -0.118 0.283
H -5.3773 -2.1347 -8.5449 0.682 0.094 0.170 0.364
H -6.5930 -1.9158 -7.4127 -0.231 0.366 0.528 0.358
H -4.0884 0.7357 -3.8924 -0.579 0.071 -0.133 0.376
H -3.8211 1.5926 -5.4555 -0.342 -0.203 -0.077 0.379
H -3.0380 0.0377 -5.0655 -0.244 -0.260 -0.408 0.326
C 2.8860 -1.8737 6.6533 1.147 2.092 1.292 1.472
O 1.6729 -1.3749 7.2909 0.386 -0.501 -0.211 -0.436
O 3.8443 -0.9097 6.9375 -0.459 -2.616 -1.483 -1.010
C 3.2299 -3.4397 7.0410 0.090 1.557 1.862 0.600
F 4.2993 -3.8634 6.3916 1.540 0.507 -0.422 -0.255
F 3.4152 -3.6520 8.3877 0.410 0.917 -0.747 -0.310
F 2.3335 -4.3437 6.7438 -2.268 -0.663 -1.035 -0.268
C 0.5044 -2.1349 7.2687 -0.695 -0.111 0.660 0.017
C -0.6345 -1.3610 7.9701 1.083 -1.041 -0.452 -1.397
H -0.6880 -0.3229 7.6419 -0.008 -0.019 0.196 0.302
H -1.5341 -1.9173 7.7069 -0.327 0.236 0.293 0.381
H -0.3991 -1.4946 9.0260 -0.510 0.662 0.094 0.356
H 0.6184 -3.0542 7.8431 0.121 -0.221 -0.005 0.349
H 0.1577 -2.4578 6.2870 0.303 0.139 -0.654 0.105
H 2.6856 -1.8379 5.5825 -0.319 -0.883 -0.661 -0.751
B -4.0290 3.2983 -0.2794 -1.018 -0.749 0.325 -0.464
F -4.2717 4.6253 -0.4350 0.516 2.401 0.258 -0.311
F -5.1022 2.6329 -0.7087 -2.236 -1.704 -0.868 -0.361
F -2.9455 2.9105 -0.9843 2.695 -0.206 -1.774 0.514
F -3.7710 2.9541 1.0303 0.443 0.170 2.059 -0.302
B 3.9034 -4.6725 1.6971 0.083 -1.737 -0.015 0.144
F 5.1098 -4.6332 2.3425 0.484 -0.222 0.488 -0.324
F 3.9229 -5.4816 0.5514 0.028 -0.288 -0.369 -0.389
F 2.8304 -5.0516 2.4894 -0.212 0.023 0.370 -0.376
F 3.6678 -3.3902 1.2312 -0.929 2.655 -1.065 -0.452


125
Properties=species:S:1:pos:R:3:forces:R:3:mulliken_charge:R:1 method="wB97M-V/def2-TZVPD" mol_weight_g_mol=948.6 homo_ev=-8.85 energy_ev=-149629.2338 orbital_gap_ev=8.815 lumo_energy_ev=-0.04 smiles="COP(=O)(OC)OC.CNC(C)=O.CNC(C)=O.CNC(C)=O.CNC(C)=O.CNC(C)=O.CNC(C)=O.CNC(C)=O.ClCCCl.ClCCCl.ClCCCl"
C -1.2494 5.2216 3.4574 -0.001 0.988 -0.580 -0.561
O -1.4649 4.0374 4.2288 -0.147 0.024 -0.104 -0.374
P -1.9988 2.7341 3.4903 0.162 1.132 0.337 -0.247
O -1.0614 2.2579 2.4723 0.150 -0.438 -0.500 0.457
O -2.3208 1.7471 4.6596 -0.331 0.094 0.150 -0.349
C -1.3159 1.2313 5.5414 0.501 -0.094 0.345 -0.499
O -3.4103 3.2132 2.9513 0.100 -0.465 0.174 -0.423
C -4.3696 2.2271 2.5439 -0.599 -0.702 0.039 -0.553
H -1.3675 5.0666 2.3789 0.035 -0.294 0.184 0.131
H -0.2601 5.6595 3.6089 0.103 -0.584 0.253 0.269
H -1.9528 6.0165 3.7284 -0.171 -0.442 0.223 0.299
H -1.4069 0.1475 5.5685 0.084 0.021 -0.213 0.214
H -1.4585 1.5960 6.5603 -0.334 0.191 -0.206 0.268
H -0.3125 1.5404 5.2400 -0.071 -0.195 -0.198 0.187
H -5.2904 2.3393 3.1199 0.180 0.282 0.052 0.359
H -4.0380 1.2000 2.7277 0.180 0.157 -0.094 0.222
H -4.6213 2.3261 1.4887 0.252 0.190 -0.003 0.168
C -0.9005 3.5475 -6.6900 0.050 0.648 -0.584 -1.021
N -0.7676 3.8880 -5.2824 -0.246 -0.206 -0.313 -0.142
C 0.2948 3.6956 -4.4697 0.281 -0.208 0.335 0.329
C 0.0679 3.9810 -2.9955 0.400 -0.225 -0.283 -0.482
O 1.3577 3.2332 -4.8489 -0.133 -0.129 -0.288 -0.632
H -1.1126 2.5072 -6.9471 -0.061 -0.092 0.599 0.276
H -0.0426 3.8269 -7.3054 0.185 0.100 0.415 0.318
H -1.7295 4.1684 -7.0369 0.005 -0.261 -0.209 0.399
H -1.5462 4.3917 -4.9099 -0.108 0.044 0.251 0.297
H 0.9450 4.4744 -2.5815 -0.042 0.134 -0.040 0.403
H 0.0284 3.0000 -2.5205 -0.110 0.027 0.072 -0.222
H -0.8464 4.5179 -2.7697 -0.026 0.212 0.006 0.429
C -2.4118 2.9325 -0.5403 -0.087 0.487 0.518 -0.607
N -2.6216 2.6406 -1.9370 -0.083 -0.566 -0.025 0.144
C -2.5417 1.4025 -2.4795 0.226 -0.441 0.008 0.671
C -2.8775 1.3231 -3.9531 -0.212 0.694 -0.193 -1.113
O -2.2317 0.4088 -1.8256 -0.134 0.349 -0.209 -0.926
H -1.4334 3.3739 -0.3217 0.040 -0.187 -0.175 0.254
H -2.5280 2.0443 0.0760 0.109 -0.153 -0.230 -0.252
H -3.1596 3.6553 -0.1993 0.015 -0.056 -0.090 0.589
H -2.7356 3.3887 -2.5870 -0.191 0.316 -0.010 0.257
H -2.0426 0.9732 -4.5556 0.084 -0.275 0.203 -0.044
H -3.1575 2.3065 -4.3422 0.030 -0.019 0.025 0.408
H -3.7408 0.6817 -4.1214 0.141 -0.252 0.161 0.368
C -5.6716 0.0908 -0.2532 0.212 -0.953 0.907 -1.120
N -4.3348 -0.4648 -0.0771 0.049 0.281 -0.577 0.327
C -4.0291 -1.1763 1.0172 0.507 0.370 0.518 0.370
C -2.5961 -1.6111 1.1203 0.968 0.269 0.249 0.498
O -4.7920 -1.3435 1.9581 -0.518 -0.278 0.053 -0.736
H -6.3419 -0.6903 -0.6204 -0.056 0.216 -0.294 0.331
H -5.6927 0.9679 -0.8871 0.155 0.081 -0.092 0.319
H -6.0234 0.2973 0.7633 -0.155 0.351 -0.244 0.386
H -3.5621 -0.2738 -0.7125 -0.447 -0.012 -0.105 0.110
H -2.2140 -1.2061 2.0611 -0.194 -0.094 0.084 -0.204
H -1.9244 -1.1966 0.3647 -0.272 -0.153 -0.281 -0.307
H -2.4519 -2.6876 1.1817 -0.251 -0.084 -0.149 0.370
C 0.9413 1.1503 -0.5960 0.456 -0.619 -0.458 -0.052
N 0.6385 0.5793 0.6974 -0.371 0.211 -0.304 1.801
C 1.0567 -0.6310 1.1424 1.026 0.257 -0.760 -0.035
C 0.7008 -0.9609 2.5673 -0.338 -0.365 0.211 0.020
O 1.8149 -1.3350 0.4492 -0.883 0.546 0.700 -0.450
H 0.8125 2.2265 -0.5381 0.064 0.062 0.022 0.135
H 0.3282 0.7553 -1.4169 -0.231 -0.011 0.297 -0.478
H 1.9737 0.9369 -0.8703 -0.008 0.081 0.085 0.023
H -0.0060 1.1572 1.2106 -0.192 -0.344 0.755 -0.277
H -0.3025 -0.6333 2.8490 0.066 0.181 -0.187 -0.468
H 1.3874 -0.4635 3.2550 0.147 0.036 -0.109 0.176
H 0.7475 -2.0356 2.7437 0.108 0.081 -0.123 0.031
C 4.5855 1.0817 0.1926 0.653 0.012 0.306 -0.008
N 4.6506 1.3875 -1.2192 -0.106 -0.186 0.591 -0.028
C 4.0273 2.4516 -1.7596 0.525 -0.544 -1.442 0.406
C 4.3201 2.7069 -3.2307 -0.955 -0.246 0.095 -1.002
O 3.2462 3.1398 -1.1502 -0.553 0.881 1.022 -0.545
H 5.1695 0.1784 0.3669 -0.237 -0.137 0.019 0.241
H 3.5812 0.9718 0.6000 0.161 -0.261 -0.832 -0.632
H 5.0685 1.8541 0.8034 -0.023 0.074 -0.382 0.325
H 5.2052 0.7933 -1.7998 0.187 -0.023 -0.201 0.298
H 4.5106 1.7933 -3.7960 0.496 0.007 0.141 0.372
H 5.1073 3.4463 -3.3384 0.132 -0.049 -0.096 0.381
H 3.3854 3.0840 -3.6492 0.179 0.297 -0.038 0.103
C -2.4592 -3.6360 4.2018 -0.955 1.102 -0.700 -0.866
N -1.8773 -4.8622 3.7307 -0.191 -0.130 0.133 -0.134
C -0.5805 -5.0088 3.3740 0.306 0.287 -0.587 0.682
C -0.1273 -6.4187 3.0202 -0.757 0.732 0.555 -1.013
O 0.2146 -4.0735 3.3548 -0.278 -0.378 0.252 -0.688
H -3.0950 -3.7714 5.0767 0.442 -0.168 0.297 0.367
H -3.1454 -3.1916 3.4652 0.094 -0.297 -0.112 0.226
H -1.7233 -2.8496 4.3334 0.362 -0.326 0.382 0.253
H -2.5395 -5.5740 3.4777 0.221 -0.266 0.080 0.240
H -0.9615 -7.0868 2.8148 0.010 -0.032 -0.104 0.370
H 0.3448 -6.7448 3.9477 0.408 -0.322 -0.314 0.291
H 0.5370 -6.3421 2.1708 0.314 -0.234 0.037 0.189
C 1.3286 -7.0751 -1.3674 0.537 -0.897 -0.633 -1.022
N 1.1908 -5.6772 -1.1299 0.318 0.640 0.548 0.283
C 0.0702 -4.9899 -1.4401 -1.067 0.377 -0.809 0.111
C 0.0770 -3.5225 -1.0838 0.209 0.315 0.300 0.246
O -0.9141 -5.5068 -1.9571 0.327 -0.246 0.343 -0.696
H 1.5899 -7.2784 -2.4116 -0.299 -0.065 -0.078 0.362
H 0.4266 -7.6237 -1.1159 -0.188 0.146 -0.053 0.358
H 2.1515 -7.5122 -0.7994 -0.035 0.334 0.281 0.297
H 2.0321 -5.1419 -0.9583 -0.175 -0.159 0.043 -0.110
H -0.8342 -3.0036 -1.3664 -0.279 -0.425 -0.127 0.329
H 0.8772 -2.9546 -1.5646 0.268 -0.278 0.233 -0.081
H 0.1772 -3.4455 0.0030 0.209 0.208 -0.079 -0.168
Cl 6.0880 -2.5726 1.3057 0.047 0.009 0.169 -0.224
C 4.3433 -2.6726 1.0060 -0.761 -0.167 -0.394 0.092
C 3.7898 -4.0707 1.0122 0.254 -0.330 0.537 0.065
Cl 4.3621 -5.0266 -0.3944 -0.120 0.067 0.015 -0.254
H 4.1408 -2.2267 0.0371 0.074 0.115 -0.016 0.076
H 3.7489 -2.1210 1.7297 0.447 0.235 0.229 0.028
H 2.7025 -4.0204 1.0538 -0.063 0.032 -0.494 -0.211
H 4.0807 -4.6430 1.8909 0.220 0.127 0.025 0.461
Cl 2.6903 -2.2438 -3.8047 -0.038 0.186 0.167 -0.193
C 1.8567 -0.6684 -3.7158 -0.056 0.478 0.889 1.176
C 1.2198 -0.3057 -5.0278 -0.191 -0.319 0.092 0.151
Cl -0.3052 -1.2436 -5.2488 0.116 0.166 -0.062 -0.204
H 2.5463 0.1004 -3.3523 0.384 -0.158 -0.594 -0.552
H 1.1409 -0.6769 -2.8893 -0.207 -0.520 -0.314 -0.501
H 1.8680 -0.5882 -5.8504 0.016 0.176 -0.101 0.463
H 0.9708 0.7513 -5.0669 0.036 0.046 -0.011 -0.286
Cl 2.8468 4.7667 3.3436 0.211 0.317 0.146 -0.217
C 2.3433 3.3631 2.4106 -0.900 -0.998 -0.504 0.973
C 3.1924 2.1422 2.6631 0.711 0.428 1.244 0.778
Cl 3.0602 1.5962 4.3815 -0.160 0.027 0.049 -0.228
H 2.3569 3.6050 1.3459 0.210 0.060 0.049 -0.050
H 1.3131 3.1270 2.6862 0.015 0.145 -0.026 -0.497
H 4.2478 2.3971 2.5645 -0.166 -0.141 -0.149 0.493
H 2.9519 1.2565 2.0921 -0.408 0.365 -0.019 -1.112